The following is a DFT calculation (ωB97M-V/def2-TZVPD) of C34H33FN7O3PS as an isolated structure in a non-equilibrium geometry.

For the HOMO-LUMO gap, the calculation gives 0.3034 Eh. The multiplicity is 1. The value obtained for the HOMO energy is -9.1 eV. As for the LUMO energy: -0.0324 Ha.

XYZ file:
```
80
Properties=species:S:1:pos:R:3:lowdin_charge:R:1
C 0.959 -1.945 1.371 -0.0208
C 1.231 -0.935 0.547 -0.1843
C 0.406 0.367 0.452 -0.1202
C -1.076 0.098 0.700 -0.1673
C -1.778 0.786 1.634 0.0659
C -3.177 0.503 1.901 -0.2375
F -3.837 1.184 2.827 0.1074
C -3.821 -0.476 1.199 -0.1099
P -5.584 -0.932 1.520 0.4925
O -6.272 0.012 2.395 -0.2621
O -5.498 -2.366 2.303 -0.1298
O -6.360 -1.268 0.138 -0.1272
C -3.137 -1.224 0.157 -0.3612
N -3.697 -2.179 -0.592 -0.2218
S -2.465 -2.622 -1.574 1.0371
N -1.247 -1.688 -1.078 -0.1863
C -1.735 -0.917 -0.086 -0.2855
H 1.481 -2.899 1.225 0.0596
H 0.215 -1.903 2.173 0.0703
H 2.092 -1.061 -0.123 0.1000
H 0.552 0.756 -0.570 0.1227
H 0.786 1.075 1.210 0.1012
H -1.275 1.584 2.214 0.1176
H -4.872 -2.920 1.804 0.0651
H -5.873 -0.844 -0.586 0.0711
N 0.781 3.079 3.273 0.0468
C 1.543 4.174 3.208 -0.1516
C 2.122 4.779 4.313 -0.0693
C 1.896 4.219 5.559 -0.0759
C 1.107 3.084 5.651 -0.0710
C 0.579 2.556 4.484 -0.1565
H 1.690 4.579 2.212 0.1027
H 2.734 5.666 4.200 0.0751
H 2.329 4.662 6.447 0.1058
H 0.907 2.617 6.606 0.1018
H -0.042 1.666 4.508 0.0995
N 4.058 -0.890 2.721 0.0606
C 4.702 -2.016 3.033 -0.1560
C 6.079 -2.164 2.965 -0.0765
C 6.835 -1.082 2.546 -0.0857
C 6.188 0.096 2.214 -0.0758
C 4.806 0.139 2.321 -0.1543
H 4.070 -2.837 3.354 0.1017
H 6.546 -3.102 3.234 0.1000
H 7.913 -1.157 2.477 0.1042
H 6.742 0.964 1.881 0.1002
H 4.257 1.042 2.075 0.1012
N -1.584 -1.580 -6.000 0.0531
C -1.397 -2.310 -4.900 -0.1839
C -1.538 -3.689 -4.857 -0.0954
C -1.897 -4.349 -6.022 -0.0835
C -2.099 -3.611 -7.175 -0.0783
C -1.927 -2.237 -7.111 -0.1492
H -1.120 -1.748 -4.014 0.0720
H -1.371 -4.232 -3.936 0.0788
H -2.019 -5.424 -6.030 0.0908
H -2.379 -4.088 -8.099 0.0714
H -2.070 -1.617 -7.989 0.1009
N -4.030 -5.716 -8.125 0.0513
C -4.357 -6.693 -7.277 -0.1454
C -5.009 -7.857 -7.655 -0.0679
C -5.344 -8.016 -8.990 -0.0787
C -5.015 -7.014 -9.887 -0.0698
C -4.361 -5.891 -9.405 -0.1433
H -4.079 -6.523 -6.242 0.0979
H -5.247 -8.617 -6.924 0.1027
H -5.854 -8.910 -9.326 0.1064
H -5.260 -7.100 -10.937 0.1023
H -4.081 -5.082 -10.072 0.1061
N 3.871 7.912 4.839 0.0482
C 3.080 8.983 4.925 -0.1505
C 3.471 10.187 5.487 -0.0721
C 4.756 10.287 5.994 -0.0804
C 5.594 9.187 5.917 -0.0733
C 5.105 8.030 5.332 -0.1524
H 2.082 8.856 4.518 0.1050
H 2.787 11.024 5.527 0.1022
H 5.100 11.211 6.443 0.1060
H 6.604 9.225 6.302 0.1016
H 5.726 7.145 5.246 0.1038
```

***

The following is a DFT calculation (ωB97M-V/def2-TZVPD) of one molecule with the formula C2H3NO2.

For the HOMO-LUMO gap, the calculation gives 0.4295 Eh. The multiplicity is 1. The value obtained for the HOMO energy is -10.8 eV. For the energy relative to the best compared isomer or geometry (same formula, charge and spin), the calculation gives 86.3 kJ/mol. As for the LUMO energy: 0.0310 Ha.

XYZ file:
```
8
Properties=species:S:1:pos:R:3:lowdin_charge:R:1
H -0.984 -0.874 1.834 0.0607
N -0.354 -0.426 1.176 0.1277
C -0.911 -0.218 0.063 -0.2929
O -0.233 0.383 -0.941 0.0047
C 1.131 0.500 -0.677 -0.3145
O 1.668 1.554 -0.583 0.1334
H -1.936 -0.438 -0.243 0.1357
H 1.619 -0.481 -0.631 0.1451
```

***

The following is a DFT calculation (ωB97M-V/def2-TZVPD) of an isolated ion of composition C4H9NOS and charge -1 in a non-equilibrium geometry.

For the HOMO-LUMO gap (spin up / spin down), the calculation gives 0.1260 / 0.2516 Eh. The charge is -1. The multiplicity is 2. The value obtained for the HOMO energy (spin up / spin down) is 0.2 / -3.3 eV. For the energy relative to the best compared isomer or geometry (same formula, charge and spin), the calculation gives 290.8 kJ/mol. As for the LUMO energy (spin up / spin down): 0.1334 / 0.1292 Ha.

XYZ file:
```
16
Properties=species:S:1:pos:R:3:lowdin_charge:R:1
C 1.980 -0.795 0.429 -0.1804
N 1.223 -0.074 -0.595 -0.1291
C -0.228 -0.522 -0.400 -0.3320
C -1.429 0.298 -1.106 -0.5215
S -2.717 1.073 -0.055 0.6092
C -0.507 0.183 1.011 -0.5523
O 0.105 1.194 1.509 -0.2316
H 2.206 -0.224 1.325 0.0665
H 2.892 -1.187 -0.074 0.0568
H 1.451 -1.720 0.671 0.0627
H 1.115 0.914 -0.379 0.0665
H -0.288 -1.525 -0.791 0.0934
H -2.006 -0.283 -1.845 0.0273
H -0.782 0.969 -1.678 0.0603
H -2.015 2.170 0.232 -0.1482
H -1.000 -0.469 1.745 0.0525
```

***

The following is a DFT calculation (ωB97M-V/def2-TZVPD) of a 2-piece molecular cluster, C9H6NO3P overall in a non-equilibrium geometry.

For the HOMO-LUMO gap, the calculation gives 0.2802 Eh. The multiplicity is 1. The value obtained for the HOMO energy is -9.2 eV. For the energy relative to the best compared isomer or geometry (same formula, charge and spin), the calculation gives 259.2 kJ/mol. As for the LUMO energy: -0.0581 Ha.

XYZ file:
```
20
Properties=species:S:1:pos:R:3:lowdin_charge:R:1
C 2.423 1.150 -2.263 -0.3006
C 1.228 -3.289 -0.787 -0.0616
C -1.477 3.151 0.995 -0.0518
C 0.774 -2.449 -1.764 -0.0579
C -0.873 3.146 -0.348 -0.0639
C 1.908 -2.514 0.128 -0.0476
C -1.206 1.920 1.558 -0.0771
C 1.199 -1.172 -1.468 -0.3718
C -0.516 1.858 -0.456 -0.1766
N 3.423 1.694 -2.061 0.1206
O 0.347 0.124 -3.712 -0.3485
O 1.895 -1.204 -0.290 -0.0168
O -0.626 1.111 0.572 -0.0061
P 0.831 0.352 -2.327 0.8186
H 1.090 -4.385 -0.705 0.1282
H -1.925 4.088 1.387 0.1165
H 0.250 -2.773 -2.583 0.0972
H -0.745 3.854 -1.100 0.0804
H 2.499 -2.529 1.022 0.1270
H -1.439 1.686 2.535 0.0917
```

***

The following is a DFT calculation (ωB97M-V/def2-TZVPD) of C34H33BrN3O11RuS as an isolated structure in a non-equilibrium geometry.

For the HOMO-LUMO gap (spin up / spin down), the calculation gives 0.1814 / 0.2131 Eh. The multiplicity is 6. The value obtained for the HOMO energy (spin up / spin down) is -6.7 / -7.6 eV. For the energy relative to the best compared isomer or geometry (same formula, charge and spin), the calculation gives 129.7 kJ/mol. As for the LUMO energy (spin up / spin down): -0.0658 / -0.0667 Ha.

XYZ file:
```
84
Properties=species:S:1:pos:R:3:lowdin_charge:R:1
Ru 0.394 -0.026 -0.500 1.2787
O 2.419 1.977 3.174 0.1574
C 1.820 1.144 2.325 -0.4798
O 2.228 1.021 1.183 0.0056
C 0.493 0.570 2.695 -0.1794
C 0.094 0.270 3.992 0.0326
C -1.171 -0.286 4.181 -0.0046
C -2.003 -0.475 3.095 0.0319
C -1.549 -0.132 1.817 -0.1614
N -0.302 0.366 1.640 0.0886
C -2.366 -0.179 0.594 -0.4510
O -3.536 -0.830 0.612 0.1647
O -2.028 0.423 -0.419 0.0333
H 2.228 1.758 4.095 0.1156
H 0.773 0.401 4.819 0.1209
H -1.500 -0.566 5.168 0.1197
H -2.995 -0.876 3.245 0.1205
H -3.613 -1.429 1.365 0.1151
C 5.856 5.278 -1.863 -0.0456
C 4.990 5.365 -0.598 -0.5577
C 4.594 6.831 -0.395 -0.0619
C 5.787 4.895 0.628 -0.0409
C 3.789 4.447 -0.738 -0.1714
C 3.988 3.098 -1.038 -0.0777
C 2.911 2.258 -1.129 -0.5271
Br 3.170 0.396 -1.508 0.8523
C 1.571 2.675 -0.930 -0.4102
O 0.602 1.838 -1.010 -0.2988
C 1.374 4.054 -0.612 -0.0834
C 2.480 4.876 -0.532 0.0274
C -0.025 4.558 -0.286 -0.5300
C -0.499 3.888 1.011 -0.0307
C -0.070 6.078 -0.092 -0.0617
C -0.989 4.200 -1.424 -0.0337
H 6.677 5.988 -1.800 0.0812
H 5.262 5.520 -2.739 0.0902
H 6.279 4.289 -2.000 0.0735
H 5.489 7.443 -0.306 0.0827
H 4.016 6.966 0.515 0.0812
H 4.022 7.195 -1.244 0.0890
H 6.668 5.518 0.763 0.0818
H 6.106 3.862 0.524 0.0780
H 5.170 4.966 1.522 0.0878
H 4.974 2.696 -1.196 0.1025
H 2.311 5.906 -0.279 0.0838
H 0.188 4.103 1.827 0.0888
H -0.565 2.808 0.879 0.0548
H -1.487 4.263 1.271 0.0859
H 0.534 6.394 0.754 0.0814
H -1.094 6.383 0.108 0.0827
H 0.263 6.592 -0.989 0.0899
H -1.084 3.122 -1.532 0.0696
H -0.635 4.620 -2.363 0.0943
H -1.977 4.604 -1.212 0.0835
O 0.150 -4.072 -0.511 0.0990
C 0.623 -3.041 -0.096 -0.6364
O -0.010 -1.932 0.085 -0.2953
C 2.069 -2.965 0.372 -0.0904
C 3.090 -3.723 -0.190 0.1127
C 4.376 -3.589 0.338 -0.1111
C 4.664 -2.734 1.388 0.1098
C 3.622 -2.005 1.952 -0.1217
C 2.326 -2.132 1.445 0.0629
N 3.833 -1.141 3.043 -0.2712
O 2.824 -0.579 3.521 0.0179
O 4.970 -0.968 3.470 0.1300
N 5.451 -4.383 -0.211 -0.3584
O 6.518 -4.351 0.363 0.0923
O 5.213 -5.046 -1.197 0.1015
H 2.904 -4.401 -1.007 0.1417
H 5.668 -2.655 1.782 0.1363
H 1.522 -1.601 1.930 0.1125
S -0.346 -1.102 -2.494 0.7575
C -0.293 -0.329 -4.049 -0.6369
C -1.378 -0.533 -4.909 -0.1236
C -1.304 -0.102 -6.216 -0.0924
C -0.160 0.534 -6.679 -0.0911
C 0.902 0.767 -5.817 -0.0857
C 0.841 0.346 -4.503 -0.1159
H -2.259 -1.035 -4.538 0.0971
H -2.136 -0.276 -6.882 0.1007
H -0.096 0.843 -7.712 0.0981
H 1.792 1.261 -6.175 0.1021
H 1.672 0.501 -3.834 0.0382
```

***

The following is a DFT calculation (ωB97M-V/def2-TZVPD) of one molecule with the formula C4H6N2.

For the HOMO-LUMO gap, the calculation gives 0.3682 Eh. The multiplicity is 1. The value obtained for the HOMO energy is -9.0 eV. For the energy relative to the best compared isomer or geometry (same formula, charge and spin), the calculation gives 46.6 kJ/mol. As for the LUMO energy: 0.0357 Ha.

XYZ file:
```
12
Properties=species:S:1:pos:R:3:lowdin_charge:R:1
C -1.731 -0.189 -0.042 -0.0325
C -0.246 -0.016 0.015 -0.3247
C 0.791 -0.926 0.011 -0.0493
C 1.962 -0.138 0.034 -0.1795
N 1.685 1.158 0.055 0.0145
N 0.345 1.203 0.044 -0.0097
H -2.258 0.700 0.322 0.0756
H -2.067 -0.381 -1.066 0.0803
H -2.039 -1.036 0.577 0.0796
H 0.709 -2.003 -0.012 0.0968
H 2.995 -0.463 0.031 0.0958
H -0.112 2.101 0.036 0.1531
```

***

Calculated total energy values (in Ha) by entry order: -2763.85484, -283.22512, -685.86172, -968.20596, -5374.21237, -265.51782.